This record from the OMol25 dataset describes a molecular structure, C47H40BrN4O2PPt. The level of theory is wB97M-V/def2-TZVPD.

Positions of all 96 atoms, in Å:
Pt 0.38118 -0.71465 0.05602
C -2.98082 -3.93940 -0.29453
O -1.95290 -4.32058 0.63302
C -1.05239 -3.37231 0.63053
N -1.23226 -2.38430 -0.18320
C -2.36637 -2.72074 -1.03941
C -3.31097 -1.58835 -1.31110
C -3.68073 -1.33332 -2.64361
C -4.57069 -0.32138 -2.95000
C -5.11259 0.44068 -1.92624
C -4.77412 0.16914 -0.59342
C -3.85372 -0.82168 -0.28902
C 0.17758 -3.47804 1.42376
C 0.54200 -4.62165 2.13381
C 1.81081 -4.66711 2.69868
C 2.66429 -3.57613 2.57441
C 2.20891 -2.45597 1.88050
N 1.00034 -2.43526 1.32003
C 2.98229 -1.21891 1.70129
N 2.42627 -0.16349 1.20170
C 3.39233 0.91558 1.24506
C 4.69945 0.17798 1.66612
O 4.24113 -1.12417 2.04364
C 3.43517 1.76680 0.00731
C 2.73124 1.39484 -1.13826
C 2.81257 2.16123 -2.28415
C 3.55981 3.34290 -2.27996
C 4.25348 3.72680 -1.13660
C 4.18466 2.95378 0.00751
H -3.88443 -3.68363 0.26896
H -3.19273 -4.78595 -0.94809
H -1.94370 -3.05291 -2.00027
H -3.27450 -1.94881 -3.43330
H -4.84876 -0.14326 -3.97748
H -5.82215 1.21983 -2.15472
H -5.28692 0.68457 0.20414
H -3.60512 -1.03045 0.74185
H -0.15181 -5.44423 2.22422
H 2.13938 -5.55002 3.22722
H 3.65727 -3.58131 3.00044
H 3.07803 1.59580 2.06126
H 5.21132 0.62757 2.51809
H 5.41302 0.06279 0.84238
H 2.17034 0.45824 -1.13050
H 2.33086 1.83410 -3.19473
H 3.59035 3.95709 -3.16796
H 4.84018 4.63192 -1.14082
H 4.71597 3.25666 0.89861
C 2.61987 -5.58954 -3.31495
C 1.88320 -4.30876 -3.19392
C 1.18476 -3.76974 -4.27893
C 0.50308 -2.57436 -4.14628
C 0.54709 -1.94870 -2.91557
Br -0.32689 -0.27168 -2.64637
N 1.19025 -2.42180 -1.85904
C 1.84225 -3.56850 -1.99815
H 2.49758 -6.01492 -4.31024
H 2.27547 -6.32653 -2.58791
H 3.68836 -5.45632 -3.13694
H 1.18441 -4.27071 -5.23659
H -0.03164 -2.12663 -4.96742
H 2.36455 -3.92654 -1.12278
C 2.11327 5.00475 2.25679
C 1.92018 3.89050 3.06107
C 1.16775 2.81639 2.60131
C 0.58812 2.85968 1.32275
C 0.81731 3.96619 0.50886
C 1.57377 5.03427 0.97678
P -0.51452 1.48250 0.83717
C -1.45274 1.20569 2.36886
C -1.90872 2.29169 3.13371
C -2.68784 2.06192 4.25340
C -3.00404 0.76226 4.63466
C -2.54656 -0.31756 3.88172
C -1.75724 -0.09587 2.76694
C -1.67054 2.27121 -0.33216
C -1.22746 2.70820 -1.58078
C -2.05841 3.46361 -2.39978
C -3.34774 3.76954 -1.98459
C -3.79644 3.31449 -0.75510
C -2.98029 2.54425 0.06440
H 2.66917 5.85526 2.62067
H 2.33530 3.87337 4.05756
H 0.99800 1.95858 3.23938
H 0.38399 4.02767 -0.47887
H 1.70524 5.90646 0.35301
H -1.66410 3.30527 2.84732
H -3.04554 2.89611 4.83961
H -3.59560 0.58937 5.52138
H -2.80447 -1.32498 4.17464
H -1.36106 -0.92453 2.18734
H -0.22777 2.46940 -1.91882
H -1.68842 3.82986 -3.34715
H -3.98842 4.37250 -2.61110
H -4.77661 3.59645 -0.40247
H -3.34247 2.20991 1.02343

Kohn-Sham gap (spin up / spin down) in eV: 3.73 / 3.35
Multiplicity: 1
LUMO (spin up / spin down) in eV: -14.67 / -15.05
Total charge: +4
Highest occupied orbital energy (spin up / spin down) in eV: -18.40 / -18.40
Energy above the lowest of the compared OMol25 structures with the same formula, charge and spin in kcal/mol: 92.3

This record from the OMol25 dataset describes a molecular structure, C47H40ClN7STeY. The level of theory is wB97M-V/def2-TZVPD.

Positions of all 98 atoms, in Å:
Y -0.67497 0.36332 0.72401
N 1.85435 3.95918 2.65846
C 1.24497 2.75777 2.46236
S 1.81894 1.76146 1.18368
N 0.31289 2.47255 3.35150
N -0.39684 1.36263 3.05590
C -1.12066 0.93146 4.02629
C -1.79796 -0.35338 3.95759
C -2.51544 -0.81617 5.06090
C -2.99747 -2.11030 5.05031
C -2.72549 -2.91269 3.95302
C -2.03207 -2.36188 2.88692
N -1.59703 -1.10440 2.86459
H 2.42445 4.28533 1.89816
H 1.28566 4.64429 3.13143
H -1.11498 1.47242 4.96969
H -2.66745 -0.16349 5.91014
H -3.56168 -2.49337 5.89115
H -3.04679 -3.94403 3.90962
H -1.80058 -2.94151 2.00298
C -3.49463 -1.73447 0.19704
N -2.02349 -1.79434 0.06048
C -1.52368 -2.44552 -0.93817
C -0.14257 -2.60264 -1.25843
C 0.32291 -3.27132 -2.40240
C 1.71193 -3.17503 -2.37727
C 2.02235 -2.45354 -1.21616
N 0.92302 -2.10026 -0.53995
C -3.97623 -0.26338 0.17506
C -2.96907 0.39980 -0.41824
C -4.35305 2.30838 -1.84654
C -4.81275 3.10851 -0.64824
C -5.38675 1.86786 0.16130
C -5.16819 0.53083 0.41002
H -3.78922 -2.25813 1.11282
H -3.97628 -2.24058 -0.64842
H -2.21568 -2.94949 -1.62368
H -0.29451 -3.74785 -3.15056
H 2.41458 -3.56195 -3.09890
H 3.00238 -2.17730 -0.85119
H -1.36752 1.42878 -0.99861
H -2.28889 1.66336 -2.53300
H -5.68701 3.71048 -0.89467
H -6.37046 2.17000 0.51680
H -5.99177 0.06972 0.95332
C 0.25342 0.72110 -1.46774
C 0.77255 0.92330 -2.57257
C 1.48628 1.25949 -3.71864
C 0.83390 1.93075 -4.83640
C 1.54473 2.76462 -5.71355
C 0.90324 3.43537 -6.74098
C -0.46578 3.29559 -6.93056
C -1.18676 2.47655 -6.06955
C -0.54705 1.80820 -5.04167
C 2.90802 0.89661 -3.74398
C 3.61797 0.77752 -2.54050
C 4.94785 0.39752 -2.53305
C 5.60548 0.11018 -3.72361
C 4.90933 0.19989 -4.92183
C 3.57949 0.58889 -4.93340
H 2.60436 2.92062 -5.55715
H 1.47720 4.08505 -7.39090
H -0.96572 3.82616 -7.73102
H -2.25583 2.35713 -6.19421
H -1.11646 1.16778 -4.38040
H 3.10455 0.98415 -1.60937
H 5.47103 0.31519 -1.58821
H 6.64514 -0.19260 -3.71591
H 5.40007 -0.04861 -5.85526
H 3.04169 0.61802 -5.87261
Cl -2.78185 1.83621 -1.17477
C -2.50368 3.23201 -0.32125
C -3.66393 4.06465 -0.00209
C -3.75153 4.08820 1.49881
C -2.58039 4.09674 2.16166
N -1.32596 4.10625 1.52774
C -1.26534 3.56316 0.35230
H -3.70461 5.06948 -0.44006
H -4.69871 4.14531 2.02458
H -2.53033 4.12853 3.24421
H -0.32448 3.59941 -0.19642
C 1.33309 -3.63898 2.20092
Te 1.69024 -1.54411 1.93277
C 2.37625 -1.83154 3.97901
C 3.04658 -3.17405 3.91965
C 4.17828 -3.51025 4.64904
C 4.77519 -4.75631 4.49266
C 4.23945 -5.67338 3.60243
C 3.10816 -5.34395 2.86415
C 2.50975 -4.10162 3.01298
H 1.23102 -4.13171 1.23723
H 0.40478 -3.75421 2.76803
H 1.49449 -1.86496 4.62663
H 3.03422 -1.03714 4.32533
H 4.60350 -2.78701 5.33565
H 5.66775 -5.00193 5.05497
H 4.71207 -6.63820 3.46549
H 2.69998 -6.05016 2.15033

Kohn-Sham gap (spin up / spin down) in eV: 5.62 / 5.92
Multiplicity: 1
LUMO (spin up / spin down) in eV: 1.66 / 1.63
Total charge: -1
Highest occupied orbital energy (spin up / spin down) in eV: -3.96 / -4.28

This record from the OMol25 dataset describes a molecular structure, C47H40ClNO3P2Se3Te3V. The level of theory is wB97M-V/def2-TZVPD.

Positions of all 101 atoms, in Å:
V -0.31217 0.07496 0.21470
Te -3.84716 3.04918 2.51216
C -3.16716 4.21357 4.15034
C -1.88633 4.74967 4.20786
C -1.51886 5.50683 5.30978
N -2.32888 5.77854 6.33345
C -3.55992 5.27504 6.26307
C -4.02007 4.49413 5.21346
C -2.16185 2.02412 1.93075
P -1.08114 2.41790 0.60604
C -1.84650 3.71868 -0.42808
C -2.45280 3.43777 -1.64702
C -3.08004 4.44462 -2.37129
C -3.11458 5.74002 -1.88037
C -2.51414 6.03157 -0.66226
C -1.88345 5.02900 0.05558
C 0.41027 3.33749 1.16134
C 1.20332 3.99355 0.21949
C 2.35496 4.66051 0.60985
C 2.73091 4.66856 1.94852
C 1.97387 3.97669 2.88267
C 0.82399 3.30512 2.48696
P -1.84088 0.31971 2.18321
C -3.34400 -0.70428 2.34038
C -3.64218 -1.65923 1.37390
C -4.78239 -2.44376 1.49036
C -5.63052 -2.28000 2.57441
C -5.33090 -1.33931 3.55279
C -4.18930 -0.56176 3.44188
C -1.11066 0.03945 3.83624
C -0.55493 -1.19974 4.14845
C 0.00006 -1.41963 5.39900
C -0.00317 -0.40825 6.35298
C -0.56113 0.82459 6.05063
C -1.10921 1.04752 4.79290
H -1.17736 4.58061 3.40820
H -0.51786 5.92280 5.36898
H -4.21419 5.49852 7.10001
H -5.02823 4.09729 5.24052
H -2.42563 2.43466 -2.04795
H -3.53665 4.21079 -3.32496
H -3.60467 6.52331 -2.44558
H -2.53834 7.04075 -0.27034
H -1.40939 5.26644 1.00000
H 0.91059 3.99121 -0.82504
H 2.95905 5.17182 -0.13040
H 3.61860 5.20594 2.25927
H 2.27915 3.95323 3.92199
H 0.24842 2.73769 3.20582
H -2.97884 -1.80173 0.53246
H -4.99678 -3.18372 0.72933
H -6.52066 -2.89071 2.66586
H -5.98466 -1.21567 4.40741
H -3.95094 0.15591 4.21687
H -0.55091 -1.99149 3.40688
H 0.44114 -2.38137 5.63020
H 0.43224 -0.58281 7.32922
H -0.57159 1.61753 6.78876
H -1.53826 2.01279 4.55066
Se -1.95787 -0.06696 -1.49171
Se -2.36310 -2.28743 -2.18316
Te -0.05973 -3.17642 -1.78333
Se 0.11282 -2.33414 0.57610
C 6.11681 3.53785 1.02377
C 5.46347 3.31034 -0.30790
C 5.75091 4.10437 -1.40543
C 5.14133 3.86303 -2.62834
Cl 5.52440 4.88575 -3.99010
C 4.24290 2.82859 -2.77800
C 3.93756 2.02404 -1.68549
C 4.53821 2.26965 -0.46014
O 4.29401 1.55761 0.67921
C 3.56856 0.34014 0.60313
C 2.05700 0.52250 0.57647
O 1.40327 0.42192 1.62802
O 1.43661 0.66906 -0.53911
H 6.74465 4.42791 0.99792
H 6.73434 2.68230 1.30435
H 5.36605 3.65145 1.80639
H 6.45846 4.91836 -1.31002
H 3.76805 2.64758 -3.73364
H 3.20158 1.24235 -1.80163
H 3.80610 -0.20072 1.51424
H 3.87441 -0.24304 -0.26952
C -0.72771 -0.16006 -4.97256
Te 0.73176 0.92874 -3.85791
C 1.39968 1.64833 -5.77457
C 0.60792 0.90299 -6.81971
C 0.87855 1.07490 -8.17744
C 0.15121 0.39628 -9.14017
C -0.86543 -0.46865 -8.75205
C -1.14094 -0.64381 -7.40699
C -0.41149 0.03586 -6.43114
H -1.71994 0.20966 -4.71779
H -0.68255 -1.20876 -4.68412
H 2.46775 1.46635 -5.89255
H 1.22582 2.72159 -5.84813
H 1.67330 1.74942 -8.47571
H 0.37585 0.53795 -10.18992
H -1.43852 -1.00585 -9.49731
H -1.93068 -1.31878 -7.09759

Kohn-Sham gap in eV: 6.88
Multiplicity: 1
LUMO in eV: 2.05
Total charge: -1
Highest occupied orbital energy in eV: -4.83

This record from the OMol25 dataset describes a molecular structure, C47H40IrN11O8S2Se. The level of theory is wB97M-V/def2-TZVPD.

Positions of all 110 atoms, in Å:
Ir -0.06771 -0.30498 0.16631
O 0.70190 0.64917 3.23846
S 1.97611 0.75495 2.60617
O 2.69346 1.99549 2.61804
N 1.75084 0.28978 1.00083
C 2.75820 0.47163 0.10448
C 4.11423 0.72007 0.42848
C 5.08000 0.71317 -0.53950
C 4.75884 0.43592 -1.88264
C 3.45936 0.23975 -2.25742
C 3.09133 -0.13779 -3.60685
C 1.81491 -0.28665 -3.93209
C 0.72234 0.03900 -2.96710
N 1.10870 0.23701 -1.60006
C 2.40486 0.32822 -1.29271
C 3.03401 -0.49191 3.28093
C 4.23674 -0.11749 3.86023
C 5.04160 -1.09529 4.42788
C 4.64113 -2.42334 4.41034
C 3.42574 -2.78290 3.83928
C 2.61090 -1.81368 3.27810
H 4.39694 0.89979 1.45052
H 6.11050 0.88745 -0.26123
H 5.54268 0.37036 -2.62676
H 3.87852 -0.29460 -4.33390
H 1.50091 -0.54264 -4.93540
H -0.08314 -0.70059 -3.01148
H 4.52927 0.92418 3.86488
H 5.98032 -0.81686 4.88760
H 5.27199 -3.18118 4.85591
H 3.10460 -3.81645 3.85023
H 1.63771 -2.06656 2.87778
Se -2.53329 -6.63973 -3.29871
N -3.31920 -5.10576 -2.86622
C -2.41549 -4.36185 -2.28730
C -2.68025 -3.01506 -1.79216
C -3.92548 -2.39336 -1.87359
C -4.05515 -1.11931 -1.37252
C -2.95077 -0.48141 -0.81791
N -1.75806 -1.05566 -0.74579
C -1.63002 -2.31931 -1.20586
C -0.31548 -2.91936 -1.05355
N 0.59991 -2.16757 -0.41394
C 1.83391 -2.63943 -0.25806
C 2.20153 -3.89803 -0.71963
C 1.26597 -4.69026 -1.34968
C -0.02506 -4.19527 -1.52462
C -1.10272 -4.94290 -2.16219
N -0.95777 -6.14946 -2.63984
H -4.75752 -2.92028 -2.32095
H -5.00256 -0.59999 -1.39814
H -3.01599 0.52293 -0.44039
H 2.52931 -2.00760 0.27609
H 3.21452 -4.23995 -0.56299
H 1.50768 -5.68239 -1.70682
S -0.25036 2.11443 0.47549
C -1.62344 3.10506 0.07328
N -1.32203 4.15800 -0.69386
C -2.23210 5.25948 -0.99230
C -3.28282 5.35574 0.09501
C -3.90321 3.98658 0.30439
N -2.85290 2.99790 0.55583
H -0.35843 4.20786 -0.98403
H -2.71059 5.08267 -1.95700
H -1.64993 6.17614 -1.07177
H -4.04669 6.07951 -0.18425
H -2.82139 5.68950 1.02652
H -4.50958 3.68969 -0.55549
H -4.54830 3.99050 1.18237
H -3.08178 2.29677 1.26266
C -4.54593 1.54486 3.66944
N -3.96894 0.80166 2.56755
C -4.80778 -0.29325 2.11233
C -2.51126 0.61191 2.62913
C -1.98966 -0.79139 2.70584
C -2.53600 -1.59444 3.70608
C -2.11028 -2.88918 3.92866
C -1.09798 -3.37644 3.12584
C -0.55463 -2.57632 2.12901
C -0.95862 -1.25558 1.85847
H -5.58648 1.78732 3.44468
H -4.00557 2.48025 3.81929
H -4.53089 0.99004 4.61916
H -5.28067 -0.83636 2.94112
H -4.21641 -1.02046 1.55940
H -5.61027 0.07457 1.46336
H -2.11839 1.17592 3.47920
H -2.03651 1.04903 1.76498
H -3.31469 -1.17359 4.33352
H -2.54683 -3.49285 4.71330
H -0.71704 -4.38107 3.26700
H 0.24215 -3.04248 1.56625
O 0.17447 1.25741 -3.61393
C -1.01100 1.76278 -3.33547
O -1.84818 1.26191 -2.63035
C -1.25451 3.03595 -4.08818
C -0.24412 3.70645 -4.76489
C -0.55551 4.88726 -5.41174
C -1.82353 5.43350 -5.41017
C -2.79583 4.74265 -4.71317
C -2.54045 3.55548 -4.05869
N -4.15681 5.31372 -4.63072
O -4.93930 4.76483 -3.87844
O -4.39168 6.29353 -5.29684
N 0.52019 5.60515 -6.13439
O 0.20494 6.60168 -6.74365
O 1.63726 5.14159 -6.05951
H 0.76530 3.32414 -4.79475
H -2.03945 6.35954 -5.92172
H -3.32424 3.04058 -3.52342

Kohn-Sham gap (spin up / spin down) in eV: 6.47 / 6.02
Multiplicity: 2
LUMO (spin up / spin down) in eV: -3.44 / -4.19
Total charge: +1
Highest occupied orbital energy (spin up / spin down) in eV: -9.91 / -10.21
⟨S²⟩: 0.769
Energy above the lowest of the compared OMol25 structures with the same formula, charge and spin in kcal/mol: 4.2

What E_tot values result from the calculations? In sequence: -141980.685, -91495.112, -331731.895, -172006.176 eV.
What strongest force on any atom values result from the calculations? In sequence: 3.4, 3.2, 0.5, 0.8 eV/Å.